No. 1
The following is a quantum chemistry calculation of C34H59NO20P2S2Si2 as an isolated structure, from the Open Molecules 2025 dataset.

Element x y z (Å)
C (0.695, 5.703, 0.469)
C (8.792, 1.302, 2.275)
H (-5.706, 4.603, 0.797)
O (-3.935, 1.600, -0.996)
H (-7.776, 2.488, 6.547)
C (4.346, -1.528, 0.400)
H (5.370, 4.624, -4.023)
H (-1.415, -5.835, 1.669)
H (-4.289, -2.718, 0.196)
C (2.149, 6.158, 0.399)
H (-8.514, -0.114, 6.094)
H (-2.022, -1.196, -0.047)
H (-6.752, 1.487, 5.505)
C (-4.405, 2.125, 1.338)
C (-4.233, -2.638, -3.188)
O (-4.624, -3.227, -2.236)
H (-1.785, -7.300, -0.165)
H (6.537, 0.914, -0.139)
H (-0.943, -5.156, -3.380)
H (-2.816, -9.469, 1.722)
C (-8.829, 0.809, 5.615)
C (-2.523, -2.070, 2.938)
H (10.882, 1.277, 1.845)
O (-3.928, -5.851, 2.734)
O (-9.102, 2.522, 2.543)
C (5.751, -0.997, 0.634)
O (-1.990, -1.217, 2.023)
H (-0.808, -8.398, 0.799)
O (7.036, 1.236, -2.979)
C (6.022, 4.044, -4.672)
H (2.102, -3.305, -0.728)
C (-3.336, -6.701, 2.136)
O (8.105, 2.164, 1.489)
H (5.299, 1.057, 1.102)
H (-1.382, -7.166, 2.854)
O (8.320, 0.284, 2.675)
C (10.077, 3.295, 2.103)
H (4.888, 0.200, -1.793)
H (-4.224, 1.110, 1.676)
C (10.202, 1.822, 2.500)
H (8.375, 4.163, 1.036)
C (-1.834, -6.802, 1.931)
H (5.829, 2.722, -6.360)
H (-2.704, -3.438, 0.456)
C (-3.649, -2.870, 2.307)
C (5.223, 1.822, -4.497)
H (-0.296, 0.578, -5.098)
Si (-1.711, -1.505, -3.451)
H (-1.505, -2.410, -4.602)
H (4.278, 3.337, -5.793)
C (-5.735, 2.686, 1.841)
O (-3.953, -7.754, 1.563)
O (2.634, 5.678, -0.870)
H (10.995, 3.734, 1.720)
H (-8.433, -0.033, 3.635)
H (-3.591, -3.921, 2.594)
C (-7.756, 1.893, 5.638)
C (5.258, 2.998, -5.471)
C (-2.977, -8.659, 1.008)
N (1.646, -2.475, -1.072)
H (-0.188, 4.196, -0.859)
H (-3.654, -0.940, -2.080)
O (3.889, -2.559, 0.800)
C (-2.717, -1.308, 0.780)
S (1.684, -2.053, -4.092)
O (-5.612, 2.987, -0.489)
H (-9.724, 1.164, 6.125)
P (0.275, -4.947, -2.688)
H (0.058, 6.424, -0.045)
H (-3.919, -0.650, -3.765)
H (5.243, 0.860, -5.000)
O (-0.861, -1.982, -2.141)
C (-3.540, -1.360, -3.055)
O (-4.402, -3.093, -4.414)
O (-2.137, -2.114, 4.066)
O (0.429, -5.740, -1.454)
H (9.324, 3.026, 0.066)
C (0.735, 4.394, -0.324)
H (6.437, -1.535, -0.020)
H (0.937, -2.493, -5.109)
H (1.261, -5.319, -3.626)
C (5.621, 0.472, 0.240)
H (-4.602, -2.439, 2.621)
H (1.252, -1.934, -0.322)
H (10.497, 1.691, 3.536)
H (-3.560, 2.761, 1.605)
H (2.760, 5.719, 1.190)
H (4.366, 1.877, -3.825)
O (2.122, 4.014, -2.283)
H (0.991, 3.540, 0.304)
C (6.492, 2.028, -3.689)
H (-3.368, -9.079, 0.086)
H (6.046, -1.126, 1.670)
O (3.651, -0.671, -0.387)
H (0.329, 5.598, 1.487)
H (-3.438, -0.488, 0.742)
H (-2.171, 1.423, -4.053)
H (-6.461, 1.880, 1.941)
P (-1.032, 0.619, -3.898)
C (-9.108, 0.677, 4.116)
C (-1.725, -7.816, 0.792)
C (-3.396, -2.672, 0.813)
H (-10.139, 0.414, 3.906)
H (-7.221, 3.704, 0.611)
H (9.759, 3.881, 2.966)
C (4.509, 0.417, -0.793)
C (-6.143, 3.607, 0.703)
C (8.957, 3.247, 1.069)
C (1.873, 4.637, -1.299)
H (3.925, 1.336, -0.829)
O (6.940, 3.293, -3.846)
H (-5.666, 3.194, 2.800)
H (2.256, 7.239, 0.433)
Si (0.603, -2.720, -2.352)
C (-8.793, 2.071, 3.603)
O (-8.056, 2.745, 4.513)
H (6.590, 4.726, -5.301)
C (-4.590, 2.165, -0.172)
S (-0.035, 1.242, -2.329)
H (-4.880, -3.917, -4.290)

relative energy (zero: lowest compared OMol25 entry of this formula, charge and spin)	0.0	kJ/mol
E_HOMO	-8.174	eV
charge	0



No. 2
The following is a quantum chemistry calculation of a 2-piece molecular cluster, H4NO2PS overall, from the Open Molecules 2025 dataset.

Element x y z (Å)
H (-1.989, -1.905, 0.195)
O (2.238, -0.751, 0.873)
H (0.573, 1.203, 0.571)
H (-0.181, 1.092, -0.998)
H (1.678, -1.130, -1.334)
O (-2.553, 0.197, 0.864)
S (2.085, -0.085, -0.364)
N (0.321, 0.580, -0.196)
P (-2.276, -0.576, -0.356)

relative energy (zero: lowest compared OMol25 entry of this formula, charge and spin)	531.7	kJ/mol
E_HOMO	-9.353	eV
charge	0



No. 3
The following is a quantum chemistry calculation of a 2-piece molecular cluster, C15H34BClN3O10 overall, from the Open Molecules 2025 dataset.

Element x y z (Å)
B (-3.904, -1.433, -2.266)
H (-3.052, 1.470, 2.111)
C (-1.785, 2.545, 0.167)
H (4.245, -0.169, -3.257)
C (-2.938, -0.714, 1.399)
H (-1.139, -1.009, 0.005)
H (0.887, 0.125, -0.871)
H (2.865, 1.328, -0.941)
H (1.976, -1.685, 1.419)
C (-3.064, 1.558, -0.173)
C (4.968, -0.178, -2.321)
O (-5.051, -2.234, -2.813)
H (2.596, -0.251, 2.473)
C (2.166, -1.363, 2.532)
H (5.470, 1.453, -0.669)
H (5.980, -0.672, -2.714)
C (-4.061, 0.206, -1.951)
H (-0.702, 0.025, 1.556)
C (0.392, 2.216, -0.899)
H (-3.163, -1.033, 2.525)
O (-2.655, -2.204, -1.993)
O (-2.665, -4.499, 2.816)
H (4.359, 2.743, -3.507)
H (-1.828, 4.668, 0.442)
H (0.260, 0.680, -2.397)
H (4.367, 3.454, -1.679)
H (-2.353, 3.812, 1.776)
H (1.189, -1.484, 4.600)
H (-5.029, 0.465, -1.345)
H (-1.866, -1.795, -2.456)
C (4.233, 2.489, -2.348)
H (2.983, -2.035, 3.035)
C (5.347, 1.346, -1.847)
H (1.948, 3.901, -1.309)
H (1.073, 3.260, -2.903)
N (-2.410, 3.844, 0.717)
H (0.326, -0.249, 3.459)
H (5.186, -1.315, -0.510)
H (0.840, 2.299, 0.204)
N (4.459, -1.084, -1.222)
O (-0.931, 2.854, -0.993)
H (-4.730, -3.199, -2.859)
C (-1.323, -0.896, 1.179)
Cl (-1.754, -5.134, 3.748)
O (-1.798, -4.437, 5.019)
C (0.829, -1.324, 3.481)
O (-2.146, -6.517, 3.941)
H (6.350, 1.638, -2.403)
H (-3.964, 2.247, -0.500)
H (-1.152, 2.113, 1.078)
N (0.240, 0.783, -1.359)
O (-0.674, -3.406, 1.085)
H (3.613, -0.710, -0.740)
C (-3.489, 0.823, 1.231)
H (-4.030, 0.722, -3.023)
H (2.475, 1.051, -2.845)
O (-0.406, -5.084, 3.216)
H (-4.676, 0.782, 1.250)
O (-2.822, 0.597, -1.260)
C (2.761, 1.852, -2.008)
O (-0.160, -2.383, 3.208)
H (-3.494, -1.510, 0.731)
C (1.546, 2.944, -1.867)
C (-0.714, -2.286, 1.847)

E_HOMO	-5.130	eV
charge	-1



No. 4
The following is a quantum chemistry calculation of C60H42F5IrP3SeSi as an isolated structure, from the Open Molecules 2025 dataset.

Element x y z (Å)
H (-2.896, 1.251, 6.725)
C (0.783, 2.397, -5.739)
H (0.533, -3.461, -1.777)
C (2.536, -3.983, -2.304)
Ir (0.174, 0.108, 0.000)
C (-2.604, -2.930, -4.146)
C (-3.032, -0.834, 0.788)
C (4.777, 1.052, -0.604)
H (-3.542, 3.715, -4.625)
C (-3.230, 1.926, -3.487)
C (-0.712, -2.756, 1.405)
H (2.787, -1.992, 3.073)
C (-3.150, 3.296, -3.710)
C (0.148, -4.279, 3.583)
H (-2.816, 0.325, -2.138)
C (1.628, -1.760, -2.526)
C (2.421, 1.373, 2.878)
C (-4.170, -1.539, 1.196)
H (-0.806, -5.931, 2.605)
C (5.697, -1.126, -0.208)
C (3.746, -3.540, -2.821)
H (5.649, 1.077, 3.838)
C (0.466, 0.588, -3.636)
C (-1.018, -4.115, 1.486)
C (0.456, -2.928, 3.530)
C (2.856, -1.316, -3.019)
C (-5.347, -0.868, 1.470)
C (-1.955, -0.267, 3.854)
H (1.208, 0.674, -6.949)
C (-0.363, 3.740, 1.125)
H (-0.604, 2.155, 6.524)
H (1.693, 2.138, 2.620)
H (0.978, -2.470, 4.358)
C (3.906, -2.210, -3.179)
C (4.648, 0.783, 3.554)
H (-0.631, 5.565, 3.957)
C (-3.107, 0.549, 0.690)
C (-0.115, 4.745, 2.042)
C (-2.016, 2.794, 2.591)
C (-2.930, -3.101, -1.768)
C (0.066, -2.174, 2.425)
C (-0.187, 1.123, 4.699)
H (-3.746, -0.329, 5.016)
C (4.307, -0.559, 3.503)
C (2.060, 0.023, 2.851)
C (-3.291, -3.460, -3.056)
C (0.317, 1.955, -3.426)
H (-1.038, -1.640, -4.800)
C (-1.873, -2.215, -1.538)
C (-5.421, 0.517, 1.310)
F (4.971, 2.327, -0.914)
H (0.464, -4.865, 4.435)
C (4.428, -1.623, 0.063)
C (0.948, 1.035, -5.963)
H (5.043, -1.316, 3.734)
H (-3.680, 1.279, -4.227)
C (3.492, 0.580, -0.339)
Se (2.022, 1.737, -0.369)
H (-6.220, -1.418, 1.791)
C (-1.195, -1.688, -2.648)
P (-1.614, 1.433, 0.179)
P (0.239, -0.613, -2.295)
C (-2.277, 0.978, 5.882)
C (5.875, 0.212, -0.544)
C (-2.099, 3.597, -1.567)
H (-3.497, -3.502, -0.939)
C (-0.667, 0.258, 3.719)
C (-0.572, -4.877, 2.555)
C (-0.993, 1.485, 5.770)
C (-0.818, 4.776, 3.241)
H (-2.889, -3.203, -5.151)
H (-2.336, -0.984, 3.143)
F (7.091, 0.668, -0.793)
H (-1.611, -4.586, 0.711)
C (1.479, -3.099, -2.156)
H (-4.115, -4.141, -3.216)
H (0.357, 3.914, -4.287)
C (0.795, 0.138, -4.922)
H (0.907, 3.096, -6.553)
H (-2.552, 5.195, -2.920)
H (0.608, 5.515, 1.813)
H (2.988, -0.281, -3.308)
C (3.704, 1.752, 3.234)
C (-2.756, 0.095, 4.923)
P (0.360, -0.365, 2.340)
C (3.020, -0.941, 3.144)
H (0.150, 3.775, 0.173)
F (6.740, -1.934, -0.138)
H (-4.138, -2.616, 1.311)
H (-1.693, 4.261, -0.819)
Si (-1.436, -1.570, 0.163)
H (-4.374, 2.303, 0.779)
C (-2.592, 4.128, -2.754)
H (3.968, 2.800, 3.264)
H (-2.751, 2.040, 2.828)
F (2.117, -1.291, 0.231)
H (2.411, -5.021, -2.030)
C (-1.556, -2.048, -3.944)
C (0.475, 2.855, -4.470)
C (-4.308, 1.230, 0.911)
C (-1.770, 3.809, 3.508)
F (4.272, -2.897, 0.395)
H (4.844, -1.868, -3.593)
C (-2.737, 1.391, -2.312)
C (-1.309, 2.744, 1.392)
C (3.355, -0.766, -0.014)
H (4.564, -4.235, -2.948)
H (0.816, 1.516, 4.655)
H (-6.351, 1.035, 1.499)
H (0.957, -0.915, -5.109)
H (0.076, 2.326, -2.442)
C (-2.154, 2.223, -1.350)
H (-2.328, 3.835, 4.434)

relative energy (zero: lowest compared OMol25 entry of this formula, charge and spin)	0.0	kJ/mol
spin multiplicity	2
E_HOMO (alpha / beta)	-13.256 / -13.508	eV
charge	+2



No. 5
The following is a quantum chemistry calculation of a 10-piece molecular cluster, C26H60O16S7 overall, from the Open Molecules 2025 dataset.

Element x y z (Å)
C (1.227, -15.620, -12.340)
H (-1.636, -18.256, -16.535)
C (0.122, -13.267, -15.877)
H (-5.300, -11.799, -13.501)
S (-6.321, -13.500, -18.563)
C (-1.154, -12.436, -15.611)
O (-1.732, -12.146, -16.772)
O (-7.200, -13.732, -12.127)
O (-5.010, -17.233, -16.327)
S (-6.922, -13.697, -13.639)
H (-5.330, -15.497, -14.070)
C (-6.945, -14.410, -17.020)
C (-1.334, -16.226, -13.255)
C (-6.639, -19.155, -18.489)
H (-0.997, -17.256, -13.139)
O (-2.486, -21.447, -16.924)
H (-1.584, -21.626, -21.302)
H (-2.833, -15.771, -17.845)
O (-6.142, -19.542, -10.047)
H (-0.360, -19.645, -17.709)
H (-1.802, -12.787, -14.807)
C (-6.071, -22.085, -12.162)
O (-6.572, -21.465, -10.999)
H (-4.072, -21.692, -21.037)
O (0.250, -12.921, -17.267)
H (-0.922, -11.444, -15.223)
O (-0.595, -13.551, -12.614)
H (-3.069, -19.233, -16.454)
H (-4.303, -20.037, -14.188)
H (-5.525, -15.777, -19.349)
O (-5.296, -12.462, -18.092)
H (-6.165, -15.063, -16.629)
H (-6.687, -19.526, -19.513)
H (-4.317, -14.592, -19.233)
H (1.922, -12.000, -15.568)
S (-3.604, -16.998, -15.886)
C (-6.271, -11.988, -13.958)
H (1.940, -13.622, -15.060)
H (-5.074, -22.525, -12.174)
C (-1.597, -20.742, -21.939)
O (-1.121, -12.343, -19.006)
H (-7.926, -14.881, -17.085)
C (1.397, -15.438, -20.259)
H (-5.266, -21.375, -14.994)
C (-6.119, -20.266, -11.044)
H (0.330, -23.328, -18.315)
H (-3.987, -21.356, -22.740)
O (-3.038, -19.495, -19.967)
C (-5.464, -21.519, -18.301)
C (-3.075, -15.560, -16.803)
C (-2.694, -18.269, -16.797)
H (1.508, -15.502, -21.341)
H (1.960, -15.374, -11.572)
H (-4.617, -14.298, -12.964)
H (-7.198, -13.713, -16.222)
H (1.293, -16.700, -12.474)
H (0.940, -14.554, -19.815)
H (-5.372, -14.275, -20.562)
C (-0.869, -17.031, -20.770)
S (0.444, -16.888, -19.453)
C (-5.953, -20.208, -17.523)
H (-1.242, -24.210, -18.225)
H (-6.920, -20.718, -13.626)
H (-4.016, -21.830, -13.931)
H (-1.036, -18.064, -21.076)
O (-0.163, -16.246, -18.199)
H (-6.340, -21.808, -18.882)
O (-7.047, -20.578, -16.762)
H (-2.164, -15.254, -16.289)
C (-4.236, -20.909, -21.778)
H (-4.459, -21.467, -18.719)
O (-7.934, -19.024, -17.874)
H (-4.822, -13.902, -14.728)
C (-0.874, -12.491, -17.836)
H (-2.408, -16.209, -13.070)
C (-8.043, -19.647, -16.825)
H (0.291, -20.958, -16.773)
H (-0.756, -23.630, -16.805)
O (-8.893, -19.384, -15.985)
H (-5.999, -18.280, -18.599)
H (-5.268, -22.443, -17.758)
H (-0.680, -20.157, -21.869)
S (-0.515, -15.003, -12.116)
H (-0.084, -14.328, -15.738)
H (-1.669, -21.042, -22.984)
H (-1.721, -16.352, -20.771)
S (-1.562, -21.713, -18.138)
C (1.271, -12.767, -15.147)
H (-6.217, -11.704, -15.009)
O (-5.718, -19.880, -12.319)
H (-6.975, -11.293, -13.501)
H (0.756, -20.965, -18.385)
H (-3.822, -14.798, -16.581)
H (0.977, -12.399, -14.163)
H (-1.000, -15.943, -14.253)
C (-5.219, -14.433, -13.862)
H (-5.267, -20.573, -21.891)
H (2.472, -15.477, -20.086)
H (-0.411, -16.580, -21.651)
C (-0.658, -23.366, -17.858)
C (-5.345, -14.725, -19.569)
H (-2.920, -18.135, -17.855)
H (-5.223, -19.711, -16.885)
S (-3.006, -19.624, -21.500)
C (-0.097, -20.702, -17.759)
H (-6.867, -22.814, -12.310)
C (-5.961, -20.972, -13.174)
H (1.536, -15.201, -13.298)
C (-4.738, -21.033, -14.104)

relative energy (zero: lowest compared OMol25 entry of this formula, charge and spin)	517.7	kJ/mol
E_HOMO	-8.446	eV
charge	0



No. 6
The following is a quantum chemistry calculation of a 2-piece molecular cluster, C2H4O3 overall, from the Open Molecules 2025 dataset.

Element x y z (Å)
H (2.079, -1.258, -2.132)
H (0.091, 0.171, -0.697)
H (-1.750, 0.133, 2.784)
H (-2.307, 1.248, 1.391)
O (2.444, 0.285, -0.925)
O (0.377, -0.315, -1.520)
O (-0.979, -0.283, 0.888)
C (-1.636, 0.451, 1.741)
C (1.681, -0.432, -1.530)

relative energy (zero: lowest compared OMol25 entry of this formula, charge and spin)	0.0	kJ/mol
spin multiplicity	2
E_HOMO (alpha / beta)	-0.137 / -3.253	eV
charge	-1